Entry from the OMol25 dataset: a cluster of 18 separate species, C44H135N11O18 in total (ωB97M-V/def2-TZVPD).

Summary:
**HOMO**: -0.31630 Eh
**Energy above the lowest of the compared OMol25 structures with the same formula, charge and spin**: 16.1 kcal/mol
**LUMO level**: 0.30 eV
**Largest force on an atom**: 2.1 eV/Å
**Orbital gap**: 8.907 eV

Each line ends with the Mulliken charge.
Element x y z (Å)
O  -2.157  6.313  30.406  0.695
H  -2.478  5.721  31.104  -0.141
H  -1.198  6.392  30.564  -0.493
O  -1.766  4.483  32.658  0.463
H  -1.638  5.018  33.467  -0.195
H  -2.354  3.768  32.927  0.110
O  5.264  2.710  32.856  0.157
H  4.616  2.832  32.137  -0.120
H  5.016  1.852  33.276  0.225
O  2.964  6.463  28.251  -0.462
H  3.720  6.595  27.667  0.242
H  2.298  7.090  27.932  0.165
O  1.431  8.085  33.243  -0.610
H  0.839  8.572  33.826  0.319
H  2.134  7.740  33.825  0.264
O  -0.254  6.381  27.410  -0.664
H  -0.219  6.152  28.348  0.366
H  -1.198  6.623  27.249  0.340
O  4.155  7.511  34.092  -0.803
H  4.426  6.622  34.442  0.487
H  4.365  7.469  33.135  0.039
C  -2.058  8.024  33.022  0.025
C  -2.636  9.399  32.632  -0.040
C  -2.928  9.402  31.140  -0.313
O  -3.543  10.627  30.800  -0.427
C  -4.042  10.610  29.489  -0.425
N  -3.822  9.719  33.422  -0.748
H  -1.252  7.766  32.336  -0.332
H  -2.798  7.225  33.022  -0.085
H  -1.570  8.141  33.991  0.387
H  -1.847  10.109  32.901  0.383
H  -3.550  8.537  30.869  0.033
H  -1.995  9.284  30.570  0.375
H  -4.591  11.498  29.162  0.351
H  -4.784  9.817  29.351  -0.013
H  -3.221  10.534  28.768  0.293
H  -4.165  10.610  33.068  0.371
H  -4.536  9.070  33.079  0.281
C  -1.825  1.821  30.526  -0.761
C  -2.755  0.723  29.964  0.018
C  -2.958  0.966  28.456  -0.289
O  -1.703  0.791  27.808  -0.368
C  -1.805  1.097  26.436  -0.608
N  -2.157  -0.586  30.206  -0.805
H  -2.495  2.683  30.472  0.064
H  -0.899  1.947  29.982  0.252
H  -1.618  1.560  31.564  0.190
H  -3.726  0.785  30.457  0.553
H  -3.328  1.980  28.267  -0.088
H  -3.685  0.269  28.023  0.512
H  -2.719  0.680  25.992  0.357
H  -0.998  0.644  25.864  0.267
H  -1.858  2.161  26.193  0.097
H  -2.823  -1.323  29.983  0.273
H  -1.412  -0.749  29.534  0.328
C  3.030  3.695  25.609  -1.239
C  1.985  4.345  24.673  0.836
C  2.331  4.063  23.233  -0.780
O  3.263  5.006  22.747  -0.322
C  3.037  5.382  21.405  -0.774
N  0.735  3.699  25.162  -0.564
H  4.085  3.911  25.414  0.417
H  2.903  2.617  25.683  0.274
H  2.881  4.083  26.624  -0.023
H  1.941  5.417  24.882  0.145
H  1.421  4.152  22.618  0.476
H  2.724  3.055  23.050  0.286
H  2.102  5.959  21.390  0.322
H  2.940  4.495  20.773  0.307
H  3.804  6.058  21.036  0.239
H  -0.072  4.022  24.629  0.287
H  0.635  4.102  26.090  0.075
C  4.098  8.969  30.787  -1.104
C  5.533  8.465  30.858  0.566
C  6.424  9.268  31.801  -0.839
O  6.735  10.536  31.250  -0.357
C  7.473  11.325  32.143  -0.745
N  5.435  7.113  31.465  0.034
H  3.698  9.264  31.756  0.315
H  3.438  8.236  30.325  -0.056
H  4.096  9.825  30.102  0.500
H  5.927  8.398  29.840  0.522
H  7.346  8.720  32.029  0.518
H  5.860  9.443  32.725  0.352
H  8.469  10.901  32.331  0.312
H  7.001  11.532  33.108  0.303
H  7.645  12.262  31.609  0.257
H  6.269  6.811  31.957  0.102
H  5.166  6.379  30.823  -0.396
C  -0.527  1.189  35.508  -1.496
C  0.710  0.505  36.058  1.166
C  0.259  -0.521  37.109  -0.936
O  1.344  -0.793  37.963  -0.212
C  1.103  -1.612  39.092  -0.804
N  1.411  -0.221  34.985  -0.428
H  -1.251  0.480  35.098  0.440
H  -0.283  1.938  34.751  0.064
H  -1.082  1.746  36.269  0.221
H  1.331  1.253  36.555  0.051
H  -0.131  -1.440  36.655  0.321
H  -0.514  -0.060  37.748  0.504
H  0.437  -1.123  39.804  0.283
H  2.092  -1.789  39.506  0.236
H  0.687  -2.575  38.781  0.329
H  0.827  -0.980  34.647  0.301
H  2.106  -0.712  35.552  -0.122
C  -4.237  6.258  35.811  -1.355
C  -3.553  4.902  35.821  1.097
C  -2.108  4.918  36.282  -0.282
O  -1.250  5.482  35.302  -0.057
C  0.102  5.455  35.650  -0.723
N  -4.362  3.993  36.650  -0.754
H  -3.870  6.810  34.938  0.111
H  -4.116  6.934  36.658  0.324
H  -5.302  6.177  35.591  0.440
H  -3.569  4.524  34.795  -0.190
H  -1.771  3.881  36.431  -0.254
H  -2.031  5.392  37.269  0.353
H  0.681  5.774  34.785  0.005
H  0.485  4.483  35.998  0.254
H  0.450  6.070  36.493  0.401
H  -4.290  4.261  37.629  0.310
H  -3.943  3.065  36.615  0.235
C  4.755  0.206  36.276  -0.832
C  5.229  -0.452  34.998  0.413
C  5.103  -1.973  34.981  -0.746
O  5.860  -2.547  36.008  -0.317
C  5.797  -3.943  36.056  -0.762
N  4.504  0.118  33.852  -0.217
H  5.291  -0.193  37.138  0.476
H  3.687  0.075  36.442  0.045
H  4.923  1.284  36.296  -0.140
H  6.289  -0.190  34.903  0.255
H  5.427  -2.309  33.988  0.424
H  4.047  -2.238  35.144  0.241
H  4.751  -4.277  36.062  0.310
H  6.265  -4.384  36.934  0.253
H  6.298  -4.389  35.188  0.299
H  3.536  0.306  34.107  -0.072
H  4.532  -0.517  33.063  0.237
C  0.680  4.198  29.865  0.016
C  1.063  5.161  30.976  2.517
C  2.511  4.907  31.397  0.355
O  2.854  3.589  31.822  -0.731
C  1.975  3.019  32.785  0.790
N  0.886  6.559  30.532  -0.157
H  -0.320  4.330  29.454  0.232
H  0.768  3.196  30.284  0.254
H  1.382  4.308  29.033  -0.843
H  0.392  5.044  31.828  -0.823
H  2.930  5.574  32.162  0.415
H  3.135  5.096  30.515  -1.084
H  1.668  3.764  33.524  0.142
H  2.557  2.218  33.235  -0.767
H  1.078  2.591  32.328  -0.124
H  1.634  6.717  29.860  -0.383
H  1.133  7.175  31.309  -0.134
C  -3.294  4.792  27.528  -1.341
C  -3.968  6.145  27.490  0.490
C  -5.110  6.218  28.492  -0.620
O  -5.628  7.549  28.489  -0.317
C  -6.832  7.680  29.189  -0.772
N  -2.952  7.179  27.773  -0.586
H  -2.441  4.674  26.862  0.172
H  -3.996  4.026  27.163  0.576
H  -3.060  4.418  28.527  -0.004
H  -4.341  6.292  26.473  0.489
H  -4.748  6.059  29.511  0.122
H  -5.868  5.513  28.133  0.464
H  -7.414  6.760  29.259  0.359
H  -7.436  8.500  28.794  0.272
H  -6.700  8.024  30.227  0.229
H  -3.472  8.050  27.881  0.393
H  -2.594  7.042  28.724  -0.195
C  4.245  4.032  36.304  -1.391
C  5.628  4.607  35.965  0.172
C  6.810  3.643  36.006  -0.403
O  7.079  3.218  37.332  -0.399
C  8.041  2.169  37.328  -0.669
N  5.492  5.123  34.589  -0.116
H  3.865  3.401  35.499  -0.006
H  3.546  4.870  36.374  0.502
H  4.230  3.521  37.268  0.430
H  5.880  5.466  36.592  0.474
H  7.683  4.157  35.584  0.544
H  6.608  2.783  35.354  0.048
H  7.701  1.259  36.831  0.175
H  8.257  2.011  38.384  0.275
H  8.965  2.527  36.864  0.325
H  5.299  4.339  33.967  -0.112
H  6.393  5.518  34.331  0.303
C  8.938  3.783  29.646  -1.616
C  7.551  3.647  30.298  1.195
C  6.684  2.642  29.563  -0.292
O  6.452  3.025  28.224  -0.480
C  5.769  4.257  28.011  -0.023
N  7.841  3.311  31.706  -0.653
H  8.866  4.066  28.593  0.339
H  9.607  2.921  29.705  0.383
H  9.465  4.581  30.173  0.438
H  7.121  4.652  30.354  -0.338
H  5.764  2.566  30.160  -0.096
H  7.174  1.669  29.531  0.399
H  5.397  4.169  26.992  -0.051
H  6.528  5.039  28.100  0.321
H  4.932  4.436  28.693  -0.022
H  6.994  3.059  32.232  0.199
H  8.416  2.471  31.685  0.300

---

Entry from the OMol25 dataset: a cluster of 21 separate species, C44H137BF4N25O20 in total (ωB97M-V/def2-TZVPD).

Summary:
**Total charge**: -1
**HOMO**: -0.23439 Eh
**LUMO level**: 1.60 eV
**Largest force on an atom**: 8.1 eV/Å
**Orbital gap**: 7.973 eV

Each line ends with the Mulliken charge.
Element x y z (Å)
B  -0.792  1.654  -0.480  -0.956
F  -1.252  1.240  -1.733  -0.225
F  -1.678  2.495  0.181  1.046
F  -0.662  0.597  0.424  -0.154
F  0.360  2.480  -0.624  2.773
C  -3.841  -4.034  2.007  0.539
O  -5.001  -3.927  1.996  -0.891
N  -3.066  -3.316  1.336  0.742
N  -3.226  -4.864  2.734  -0.077
H  -3.394  -2.538  0.782  -0.596
H  -2.100  -3.334  1.629  -0.149
H  -2.230  -5.009  2.814  0.117
H  -3.802  -5.609  3.098  0.237
C  3.819  5.018  -0.055  0.675
O  3.725  4.715  1.177  -0.851
N  2.787  5.021  -0.906  0.030
N  4.968  5.413  -0.541  -0.376
H  1.897  4.729  -0.529  -0.393
H  2.959  5.109  -1.898  0.199
H  5.009  5.758  -1.490  0.162
H  5.778  5.316  0.054  0.307
C  0.388  -0.409  -6.456  0.454
O  -0.092  0.414  -7.280  -0.804
N  0.278  -1.652  -6.267  -0.102
N  1.240  0.096  -5.589  -0.238
H  -0.346  -2.111  -6.915  0.232
H  0.692  -2.118  -5.472  0.008
H  1.575  -0.467  -4.820  0.050
H  1.632  1.000  -5.808  0.176
C  -0.252  6.220  -0.030  0.471
O  -0.681  6.145  1.133  -0.713
N  -0.374  5.241  -0.875  0.460
N  0.269  7.350  -0.510  -0.322
H  -0.014  5.359  -1.811  0.187
H  -0.744  4.358  -0.553  -0.979
H  0.017  8.198  -0.022  0.287
H  0.608  7.494  -1.451  0.141
C  -4.019  4.143  2.333  0.469
O  -4.968  4.925  2.481  -0.783
N  -2.761  4.329  2.234  0.113
N  -4.210  2.845  2.301  0.070
H  -2.325  3.623  1.658  -0.789
H  -2.306  5.228  2.295  0.297
H  -3.445  2.197  2.178  -0.121
H  -5.107  2.387  2.380  0.194
C  0.952  2.849  2.743  0.698
O  1.366  3.150  3.815  -0.830
N  1.230  3.475  1.622  0.478
N  -0.005  2.073  2.492  0.616
H  2.119  3.953  1.589  0.324
H  0.779  3.163  0.774  -0.790
H  -0.463  1.584  3.248  -0.546
H  -0.262  1.972  1.520  -0.998
C  0.480  3.822  -3.822  0.384
O  0.775  4.453  -4.760  -0.736
N  -0.758  3.679  -3.504  0.083
N  1.319  3.227  -3.005  0.596
H  -1.430  3.987  -4.192  0.161
H  -1.049  3.302  -2.614  -0.235
H  2.308  3.346  -3.174  0.032
H  1.000  2.613  -2.269  -0.973
C  -5.949  -0.748  1.013  0.103
O  -4.681  -0.482  1.007  -0.490
N  -6.608  -1.787  1.589  -0.262
N  -6.863  0.077  0.471  -0.415
H  -6.117  -2.602  1.928  0.319
H  -7.611  -1.724  1.688  0.145
H  -6.392  0.823  -0.021  0.150
H  -7.851  -0.064  0.313  0.182
C  5.679  2.330  -1.487  0.024
C  6.879  2.102  -2.372  0.641
C  6.996  0.674  -2.723  -0.856
O  8.306  0.396  -3.198  -0.455
C  8.235  -0.928  -3.719  -0.785
N  6.917  2.840  -3.571  -0.768
H  5.955  3.167  -0.846  0.064
H  5.338  1.405  -1.023  -0.562
H  4.807  2.687  -2.035  0.206
H  7.803  2.230  -1.808  0.544
H  6.121  0.535  -3.358  0.326
H  6.817  0.001  -1.885  0.104
H  9.098  -1.144  -4.350  0.380
H  7.433  -1.163  -4.418  0.283
H  8.247  -1.700  -2.949  0.235
H  7.066  3.822  -3.386  0.258
H  7.831  2.636  -3.949  0.315
C  0.417  -4.762  0.118  -1.233
C  0.432  -5.260  1.496  0.425
C  1.932  -5.372  1.947  -0.607
O  2.109  -5.898  3.313  -0.461
C  1.785  -7.245  3.482  -0.733
N  -0.236  -4.437  2.505  0.469
H  0.852  -5.559  -0.486  0.513
H  1.043  -3.886  -0.057  -0.436
H  -0.554  -4.419  -0.238  0.308
H  -0.116  -6.202  1.456  0.413
H  2.301  -4.351  2.048  0.046
H  2.601  -5.927  1.290  0.662
H  0.698  -7.318  3.520  0.243
H  2.270  -7.700  4.346  0.271
H  2.103  -7.869  2.647  0.329
H  -0.025  -4.871  3.392  0.403
H  0.237  -3.550  2.400  -0.429
C  7.916  -0.453  1.702  -1.666
C  7.245  0.880  1.478  1.880
C  5.772  0.995  1.963  -0.810
O  4.830  0.275  1.174  -0.327
C  3.401  0.696  1.312  -0.622
N  7.999  1.967  1.928  -0.737
H  8.962  -0.317  1.428  0.507
H  7.440  -1.220  1.091  0.203
H  7.883  -0.783  2.740  0.360
H  7.203  0.925  0.390  -1.157
H  5.401  2.015  1.860  0.487
H  5.691  0.648  2.993  0.504
H  2.761  -0.020  1.827  -0.092
H  2.847  1.006  0.425  -0.100
H  3.392  1.542  1.999  0.774
H  8.944  1.618  1.999  0.290
H  7.874  2.212  2.900  0.290
C  0.474  -0.371  6.470  -1.623
C  -0.223  -0.750  5.167  0.743
C  -0.901  -2.143  4.992  0.284
O  -1.791  -2.378  6.205  -0.398
C  -2.382  -3.692  6.142  -0.740
N  -1.312  0.179  4.936  -0.355
H  1.201  -1.158  6.666  0.396
H  -0.290  -0.232  7.235  0.200
H  1.178  0.459  6.411  0.403
H  0.573  -0.664  4.427  -0.185
H  -0.153  -2.935  4.973  0.467
H  -1.337  -2.288  4.003  -0.273
H  -3.176  -3.757  6.887  0.321
H  -1.682  -4.514  6.292  0.298
H  -2.884  -3.802  5.181  0.097
H  -2.166  -0.055  5.422  0.058
H  -1.534  0.106  3.953  -0.306
C  -3.127  -0.037  -4.486  -1.103
C  -3.734  -0.958  -3.409  0.181
C  -3.114  -2.382  -3.057  -0.003
O  -3.838  -2.987  -1.943  -0.061
C  -5.235  -3.292  -2.187  -0.970
N  -3.985  -0.211  -2.214  0.333
H  -3.077  -0.558  -5.442  0.491
H  -2.091  0.198  -4.241  0.002
H  -3.703  0.883  -4.591  0.296
H  -4.639  -1.214  -3.960  0.484
H  -2.086  -2.138  -2.786  -0.714
H  -2.942  -2.947  -3.973  0.501
H  -6.017  -2.532  -2.206  0.266
H  -5.504  -3.840  -1.284  0.332
H  -5.416  -3.834  -3.115  0.295
H  -3.166  0.341  -2.002  -0.226
H  -4.216  -0.642  -1.330  -0.250
C  0.044  -5.323  -3.665  -1.755
C  1.197  -4.393  -3.859  1.566
C  1.840  -4.472  -5.316  -1.292
O  1.094  -5.188  -6.369  -0.491
C  2.026  -5.541  -7.431  -0.831
N  0.772  -3.059  -3.537  1.610
H  -0.272  -5.249  -2.624  0.323
H  0.407  -6.343  -3.796  0.452
H  -0.781  -5.117  -4.346  0.328
H  1.881  -4.641  -3.047  0.046
H  2.729  -5.038  -5.038  0.640
H  2.056  -3.482  -5.718  0.406
H  1.563  -6.187  -8.178  0.348
H  2.820  -6.271  -7.275  0.319
H  2.383  -4.664  -7.971  0.312
H  1.468  -2.580  -2.984  -0.492
H  -0.185  -2.966  -3.226  -0.340
C  4.516  -3.063  -3.612  -1.985
C  4.564  -2.192  -2.414  2.818
C  3.339  -2.135  -1.480  -1.622
O  2.144  -1.506  -1.902  -0.218
C  2.249  -0.125  -2.047  0.647
N  5.684  -2.714  -1.614  -0.657
H  3.889  -2.631  -4.392  0.089
H  4.325  -4.104  -3.353  0.520
H  5.419  -3.189  -4.210  0.663
H  4.860  -1.197  -2.748  -0.984
H  3.658  -1.675  -0.544  0.263
H  3.059  -3.134  -1.143  0.431
H  3.262  0.260  -1.930  -0.147
H  1.642  0.378  -1.295  -0.930
H  1.741  0.181  -2.962  -0.299
H  6.360  -3.204  -2.183  0.299
H  6.109  -2.126  -0.912  0.075
C  -3.851  0.713  8.099  -1.237
C  -4.354  -0.720  8.266  0.387
C  -4.968  -1.394  6.890  -0.937
O  -4.053  -1.096  5.768  0.091
C  -4.507  -1.439  4.484  -1.224
N  -3.191  -1.548  8.656  -0.743
H  -4.695  1.239  7.653  0.344
H  -3.025  0.719  7.389  0.241
H  -3.508  1.253  8.982  0.383
H  -5.161  -0.663  8.997  0.365
H  -5.931  -0.928  6.683  0.481
H  -5.022  -2.465  7.086  0.318
H  -5.516  -1.085  4.272  0.525
H  -4.550  -2.527  4.438  0.449
H  -3.889  -0.957  3.726  0.055
H  -2.537  -0.953  9.144  0.372
H  -2.616  -1.619  7.829  0.298
C  -4.406  4.708  -2.040  -0.887
C  -5.303  5.775  -1.300  0.636
C  -5.809  6.855  -2.230  -0.741
O  -4.686  7.628  -2.631  -0.349
C  -4.123  8.561  -1.728  -0.550
N  -6.255  5.077  -0.470  -0.886
H  -3.746  4.216  -1.326  -0.229
H  -3.622  5.211  -2.606  0.356
H  -4.953  4.029  -2.694  0.398
H  -4.627  6.241  -0.584  0.280
H  -6.499  7.476  -1.659  0.387
H  -6.331  6.444  -3.094  0.279
H  -4.873  9.062  -1.116  0.319
H  -3.426  9.249  -2.206  0.244
H  -3.475  8.001  -1.054  0.125
H  -5.656  4.707  0.254  0.235
H  -6.798  5.811  -0.039  0.290
O  -2.492  0.416  2.099  2.108
H  -1.828  0.228  1.436  -0.551
H  -3.287  -0.001  1.766  -0.204
O  -6.640  0.622  -3.288  -0.742
H  -6.687  1.187  -2.517  0.259
H  -5.717  0.376  -3.350  0.436
O  0.644  -1.821  1.257  0.085
H  1.301  -1.980  0.579  -0.225
H  0.560  -0.868  1.291  -0.424